Entry 1:
An isolated ion of composition C4H9FN and charge +1, computed with the ωB97M-V functional and the def2-TZVPD basis.

For the HOMO-LUMO gap (spin up / spin down), the calculation gives 8.73 / 9.26 eV. For the HOMO energy (spin up / spin down), the calculation gives -13.56 / -13.81 eV. The charge is +1. Its maximum force is 6.1 eV/Å. The value obtained for the LUMO energy (spin up / spin down) is -4.82 / -4.56 eV. The energy relative to the best compared isomer or geometry (same formula, charge and spin) is 109.5 kcal per mole. The calculated total energy comes out at -8490.010 eV.

CARTESIAN COORDINATES (ANGSTROEM)
C1 0.8564 -0.9974 0.4079
C2 1.5803 0.3128 0.5997
C3 -0.6277 0.6272 -0.6564
C4 -1.6902 0.9055 0.4172
N1 -0.0193 -0.7663 -0.7667
F1 2.5209 0.4043 -0.3550
H1 1.6172 -1.7144 0.2603
H2 0.1866 -1.3801 1.1210
H3 1.9267 0.7400 1.4310
H4 -0.5673 1.2036 -1.4581
H5 -1.9169 1.9269 0.0871
H6 -1.2094 0.7446 1.3854
H7 -2.5400 0.2554 0.0463
H8 0.4817 -0.6717 -1.6202
H9 -0.5988 -1.5905 -0.8994

natural (NBO) atomic charge list, values in e, 5 entries: C -0.31; C 0.29; C 0.08; C -0.69; N -0.54

***

Entry 2:
A 2-piece molecular cluster, C4H9FNO4S overall, computed with the ωB97M-V functional and the def2-TZVPD basis.

For the HOMO-LUMO gap, the calculation gives 9.07 eV. For the HOMO energy, the calculation gives -14.06 eV. The charge is +1. Its maximum force is 7.0 eV/Å. The value obtained for the LUMO energy is -5.00 eV. The energy relative to the best compared isomer or geometry (same formula, charge and spin) is 37.4 kcal per mole. The calculated total energy comes out at -27513.206 eV.

CARTESIAN COORDINATES (ANGSTROEM)
C1 1.9368 -1.7530 0.2317
C2 1.7518 -0.8543 -0.5846
N1 1.3573 0.3879 -1.2484
C3 -0.1333 0.4471 -1.3274
O1 -0.7717 0.1416 -0.0640
C4 -2.0193 0.8888 0.0712
S1 2.0142 1.7386 -0.3882
O2 2.4288 2.8299 -1.2673
O3 3.1792 1.2669 0.3780
F1 0.9150 2.3552 0.7051
H1 2.0045 -2.4170 1.1410
H2 -0.5066 1.4582 -1.6925
H3 -0.4592 -0.3720 -2.0563
H4 -2.7017 0.6547 -0.8056
H5 -1.7794 2.0053 -0.0057
H6 -2.5043 0.6326 1.0708
O4 -1.2077 -2.3276 1.6793
H7 -0.9408 -1.4508 1.3031
H8 -0.5009 -2.9988 1.5554
H9 -2.0628 -2.6334 1.3045

natural (NBO) atomic charge list, values in e, 5 entries: C -0.26; C 0.16; N -0.63; C 0.07; O -0.62